Version 1
This record from the OMol25 dataset describes one molecule with the formula C2H3ClO2S. The level of theory is ωB97M-V/def2-TZVPD.

Last column: Löwdin charge in e.
CARTESIAN COORDINATES (ANGSTROEM)
C  -0.861  -0.140  -1.182  0.01
C  -0.245  0.635  -0.347  -0.29
O  0.033  -1.635  1.042  -0.37
O  0.354  0.461  2.290  -0.36
S  0.416  -0.230  1.059  0.34
Cl  2.442  0.125  0.393  0.38
H  -1.323  0.187  -2.164  0.12
H  -0.889  -1.114  -0.701  0.06
H  0.074  1.711  -0.390  0.11

## Properties
Spin multiplicity: 3
⟨S²⟩: 2.013
LUMO (spin up / spin down), hartree: -0.0029 / -0.1981
Net charge: 0
E_HOMO (spin up / spin down), eV: -6.37 / -11.19
Gap between HOMO and LUMO (spin up / spin down), eV: 6.29 / 5.80

***

Version 2
This record from the OMol25 dataset describes a 2-piece molecular cluster, C2H3ClO2S overall. The level of theory is ωB97M-V/def2-TZVPD.

Last column: Löwdin charge in e.
CARTESIAN COORDINATES (ANGSTROEM)
C  -1.703  -0.009  -0.479  0.07
C  -1.770  0.341  0.753  -0.33
O  2.373  -0.807  -0.746  -0.60
O  -1.731  0.760  1.829  0.09
S  3.001  -0.147  0.592  0.42
Cl  1.373  0.362  1.679  0.15
H  -1.821  0.583  -1.330  0.05
H  -1.911  -0.947  -0.753  0.03
H  2.190  -0.137  -1.546  0.12

## Properties
Spin multiplicity: 3
⟨S²⟩: 2.009
LUMO (spin up / spin down), hartree: 0.0068 / -0.0876
Net charge: 0
E_HOMO (spin up / spin down), eV: -5.58 / -9.05
Gap between HOMO and LUMO (spin up / spin down), eV: 5.77 / 6.67

***

Pick version 2: it beats the second-best structure by 20.3 kcal/mol.